Here is an isolated ion of composition C3H6N3O and charge +1 at a distorted geometry from the OMol25 dataset. Energies are from ωB97M-V/def2-TZVPD.

Results
* E_LUMO (spin up / spin down): -3.4 / -8.9 eV
* highest occupied orbital energy (spin up / spin down): -10.702 / -15.838 eV
* spin multiplicity: 3
* energy relative to the best compared isomer or geometry (same formula, charge and spin): 279.7 kJ/mol
* net charge: +1

```
13
Properties=species:S:1:pos:R:3:forces:R:3
C 1.919756 -0.906788 -0.295659 -1.37 -1.33 2.51
C 0.735625 0.616032 -1.100262 -7.58 6.66 0.02
C -0.283676 -0.723795 0.741288 -1.50 1.66 1.54
N 2.545419 -0.468068 -1.318241 1.83 0.12 -1.39
N 0.730782 -0.249521 -0.081611 3.04 -3.50 1.27
N -0.508427 1.422656 -1.539780 6.82 -2.52 -3.04
O 1.813731 0.550766 -1.821749 2.32 0.46 -3.25
H 2.371287 -1.732810 0.300962 -0.86 0.78 -0.41
H -0.281263 -1.729136 0.893291 0.41 -2.95 0.06
H -0.415662 -0.298064 1.715784 1.23 0.73 0.99
H -1.246710 -0.467194 0.438311 -1.59 0.25 -1.66
H -1.321602 1.561374 -1.072587 -2.79 0.07 2.20
H -0.487812 1.778801 -2.523691 0.05 -0.43 1.17
```
Forces are in eV/Å.